Entry 1:
# C22H51BrN2O18S6

A cluster of 6 separate species, C22H51BrN2O18S6 in total (ωB97M-V/def2-TZVPD, the Open Molecules 2025 dataset).

Geometry as ORCA input:
```
! wB97M-V def2-TZVPD RIJCOSX def2/J DEFGRID3
* xyz 0 1
O 1.46 4.12 -2.03
C 0.91 5.18 -2.04
Br -0.88 5.31 -1.28
C 1.44 6.46 -2.62
C 1.73 6.39 -4.14
N 3.11 6.05 -4.44
C 3.40 4.62 -4.51
C 2.51 3.95 -5.55
N 1.08 4.11 -5.13
S -0.04 3.25 -6.19
C 0.67 5.56 -4.92
C 0.39 6.27 -6.29
O -0.53 7.07 -6.25
O 1.18 5.94 -7.21
H 0.70 7.23 -2.46
H 2.35 6.76 -2.09
H 1.60 7.41 -4.50
H 3.38 6.49 -5.31
H 4.43 4.49 -4.84
H 3.31 4.15 -3.53
H 2.72 2.89 -5.69
H 2.62 4.46 -6.50
H 0.99 3.61 -4.24
H 0.32 3.93 -7.29
H -0.28 5.53 -4.39
C 2.56 -1.69 -4.62
C 1.92 -1.99 -3.28
O 1.96 -0.85 -2.38
S 0.90 0.30 -2.61
C 1.06 1.11 -1.07
O -0.40 -0.30 -2.72
O 1.35 1.15 -3.67
H 1.97 -0.97 -5.19
H 2.63 -2.61 -5.20
H 3.56 -1.27 -4.49
H 0.89 -2.32 -3.39
H 2.47 -2.76 -2.75
H 0.76 0.43 -0.28
H 0.42 1.98 -1.10
H 2.10 1.41 -0.94
C -2.57 -2.44 -2.63
C -2.74 -3.92 -2.33
O -3.27 -4.66 -3.46
S -2.25 -5.01 -4.63
C -3.25 -6.22 -5.43
O -1.09 -5.63 -4.06
O -2.09 -3.89 -5.49
H -1.80 -2.27 -3.38
H -2.29 -1.92 -1.72
H -3.51 -2.02 -3.01
H -1.79 -4.37 -2.03
H -3.45 -4.09 -1.53
H -3.39 -7.06 -4.76
H -2.70 -6.54 -6.32
H -4.19 -5.77 -5.71
C 2.41 -3.18 1.40
C 1.69 -3.53 2.69
O 1.68 -2.42 3.63
S 0.62 -1.26 3.38
C 0.75 -0.50 4.96
O -0.68 -1.84 3.22
O 1.13 -0.37 2.38
H 1.86 -2.43 0.82
H 2.52 -4.07 0.79
H 3.40 -2.77 1.61
H 0.67 -3.85 2.50
H 2.21 -4.32 3.22
H 0.40 -1.20 5.71
H 0.12 0.39 4.94
H 1.78 -0.22 5.13
C -0.97 5.64 4.47
C -2.40 5.28 4.17
O -2.57 3.88 3.85
S -2.60 2.86 5.07
C -3.24 1.48 4.19
O -3.58 3.30 6.02
O -1.26 2.58 5.48
H -0.64 5.19 5.41
H -0.87 6.72 4.56
H -0.31 5.29 3.68
H -3.07 5.55 4.98
H -2.75 5.80 3.27
H -4.24 1.72 3.83
H -3.27 0.64 4.87
H -2.57 1.25 3.35
C -1.53 -3.54 6.13
C -0.18 -4.22 5.98
O 0.02 -5.27 6.96
S -0.69 -6.66 6.69
C 0.20 -7.61 7.87
O -0.36 -7.09 5.36
O -2.06 -6.59 7.08
H -2.34 -4.22 5.87
H -1.57 -2.68 5.47
H -1.67 -3.22 7.16
H -0.05 -4.64 4.98
H 0.63 -3.52 6.16
H 1.25 -7.63 7.58
H -0.22 -8.61 7.85
H 0.07 -7.16 8.85
*
```

Calculated values
SMILES string: O=C(Br)C[C@H]1NCC[N@H+](S)[C@@H]1C(=O)[O-].CCOS(C)(=O)=O.CCOS(C)(=O)=O.CCOS(C)(=O)=O.CCOS(C)(=O)=O.CCOS(C)(=O)=O
Gap between HOMO and LUMO, Eh: 0.3169
HOMO energy, eV: -8.62


Entry 2:
# C22H52Cl2GdP2

A structure of composition C22H52Cl2GdP2 at a distorted geometry (ωB97M-V/def2-TZVPD, the Open Molecules 2025 dataset).

Geometry as ORCA input:
```
! wB97M-V def2-TZVPD RIJCOSX def2/J DEFGRID3
* xyz -1 8
Gd 0.66 0.41 0.44
Cl 2.49 1.49 -1.14
P -0.84 2.59 0.15
C -0.55 3.25 -1.54
C -2.62 2.56 0.56
C 0.21 3.61 1.29
C -0.55 2.21 -2.69
H 0.47 3.68 -1.50
C -1.60 4.33 -1.82
H -2.56 3.86 -2.09
H -1.26 4.94 -2.67
H -1.77 4.99 -0.97
H 0.42 1.70 -2.78
H -0.77 2.69 -3.65
H -1.32 1.44 -2.53
H 1.21 3.56 0.80
C 0.37 3.09 2.74
C -0.32 5.05 1.27
H -0.08 5.55 0.32
H 0.13 5.63 2.08
H -1.41 5.07 1.42
H 0.20 2.00 2.88
H -0.31 3.60 3.42
H 1.41 3.26 3.06
C -3.33 1.50 -0.31
H -3.00 3.57 0.29
C -2.88 2.30 2.06
H -3.33 1.73 -1.38
H -4.37 1.35 0.02
H -2.84 0.52 -0.23
H -2.32 1.42 2.43
H -3.94 2.06 2.20
H -2.63 3.17 2.68
Cl -1.22 -0.77 1.91
H 1.53 0.92 1.98
P 2.08 -1.86 0.31
C 3.77 -1.29 0.77
C 1.59 -3.26 1.39
C 2.16 -2.24 -1.51
C 3.86 -0.18 1.85
H 4.16 -0.85 -0.17
C 4.62 -2.50 1.19
H 4.38 -2.78 2.22
H 5.68 -2.22 1.13
H 4.46 -3.37 0.54
H 3.65 0.82 1.43
H 4.89 -0.14 2.26
H 3.18 -0.35 2.70
H 2.58 -1.29 -1.91
C 0.81 -2.49 -2.19
C 3.10 -3.42 -1.75
H 4.15 -3.13 -1.60
H 2.97 -3.76 -2.78
H 2.84 -4.26 -1.08
H -0.03 -2.21 -1.56
H 0.63 -3.55 -2.43
H 0.72 -1.89 -3.12
C 1.42 -2.75 2.85
H 2.43 -3.99 1.35
C 0.31 -3.96 0.89
H 2.39 -2.63 3.35
H 0.82 -3.47 3.43
H 0.87 -1.80 2.92
H -0.54 -3.27 0.83
H 0.02 -4.74 1.63
H 0.44 -4.45 -0.08
C -3.38 -2.12 -0.42
C -2.62 -1.83 -1.72
C -3.56 -1.49 -2.88
C -1.66 -0.73 -1.63
H -3.97 -1.28 -0.06
H -2.74 -2.43 0.40
H -4.07 -2.95 -0.66
H -1.98 -2.69 -1.92
H -4.11 -0.57 -2.64
H -2.97 -1.33 -3.77
H -4.26 -2.33 -3.00
H -1.16 -0.79 -0.65
H -1.19 -0.54 -2.60
*
```

Calculated values
Expectation value of S²: 16.0515
Gap between HOMO and LUMO (spin up / spin down), Eh: 0.1529 / 0.1514
HOMO energy (spin up / spin down), eV: -1.54 / -1.52